1.
The following is a DFT calculation (the ωB97M-V functional and the def2-TZVPD basis) of an isolated molecule of C5H4ClN3O2.

The geometry in XYZ format:
```
15
C5H4ClN3O2 the ωB97M-V functional and the def2-TZVPD basis
O -1.845 -1.995 -0.138
N -2.520 -0.984 -0.032
O -3.718 -0.917 0.016
N -1.783 0.157 -0.026
Cl -3.080 1.662 0.275
C -0.411 0.148 0.058
C 0.455 -0.867 0.432
C 1.819 -0.645 0.356
C 2.328 0.594 -0.172
C 1.340 1.614 -0.431
N 0.037 1.348 -0.171
H 0.077 -1.884 0.560
H 2.448 -1.513 0.591
H 3.390 0.669 -0.436
H 1.463 2.611 -0.882
```

Results
Multiplicity: 1
Gap between HOMO and LUMO, eV: 7.29
SMILES: O=[N+]([O-])N(Cl)c1ccccn1

---

2.
The following is a DFT calculation (the ωB97M-V functional and the def2-TZVPD basis) of an isolated molecule of C8H13N3O2.

The geometry in XYZ format:
```
26
C8H13N3O2 the ωB97M-V functional and the def2-TZVPD basis
C 0.383 -1.651 2.499
C 0.927 1.597 1.294
C -1.134 -1.813 2.157
C 0.563 0.903 -2.538
C 1.380 0.233 -1.426
C -0.849 0.440 -2.248
C 0.282 -0.179 -0.379
C 0.618 0.158 0.984
N 1.003 -0.759 1.842
N -1.694 -0.774 1.475
N -0.843 0.613 -0.794
O 0.196 2.490 0.592
O 1.722 1.964 2.089
H 0.955 -2.495 2.882
H -1.012 -2.649 1.489
H -1.580 -2.172 3.096
H 0.608 2.029 -2.348
H 1.062 0.504 -3.394
H 1.833 -0.619 -1.813
H 2.097 0.898 -1.011
H -1.649 1.003 -2.876
H -1.005 -0.540 -2.760
H -0.010 -1.225 -0.432
H -1.922 -0.017 2.152
H -0.278 1.943 -0.180
H -1.652 0.118 -0.352
```

Results
Multiplicity: 1
Gap between HOMO and LUMO (spin up / spin down), eV: 7.58 / 7.58

---

3.
The following is a DFT calculation (the ωB97M-V functional and the def2-TZVPD basis) of an isolated molecule of C17H26N2O5S.

The geometry in XYZ format:
```
51
C17H26N2O5S the ωB97M-V functional and the def2-TZVPD basis
O 4.519 -0.493 0.267
S 3.675 0.222 -0.645
O 3.505 1.636 -0.440
C 2.065 -0.540 -0.702
C 1.977 -1.899 -0.954
C 0.741 -2.503 -1.000
C -0.426 -1.754 -0.789
O -1.581 -2.448 -0.876
C -2.804 -1.827 -0.548
C -2.970 -1.577 0.960
O -3.543 -2.721 1.539
C -3.869 -0.359 1.237
N -4.142 -0.309 2.664
C -3.112 0.384 3.428
C -3.486 1.884 3.430
C -4.983 1.900 3.082
C -5.357 0.407 3.021
C -0.320 -0.387 -0.535
C 0.928 0.213 -0.495
N 4.212 -0.137 -2.199
C 3.660 0.726 -3.224
C 4.465 2.025 -3.348
O 5.835 1.753 -3.552
C 6.367 1.000 -2.483
C 5.641 -0.340 -2.348
H 2.885 -2.461 -1.104
H 0.636 -3.558 -1.194
H -3.569 -2.543 -0.857
H -2.932 -0.896 -1.113
H -1.973 -1.406 1.400
H -3.915 -2.440 2.388
H -4.813 -0.512 0.708
H -3.397 0.557 0.852
H -2.123 0.198 3.014
H -3.138 -0.010 4.448
H -3.288 2.330 4.402
H -2.904 2.428 2.687
H -5.577 2.429 3.824
H -5.153 2.370 2.113
H -6.162 0.194 2.319
H -5.660 0.058 4.013
H -1.197 0.217 -0.366
H 1.035 1.268 -0.298
H 2.626 0.943 -2.954
H 3.683 0.177 -4.171
H 4.138 2.603 -4.214
H 4.328 2.614 -2.431
H 7.424 0.853 -2.711
H 6.263 1.558 -1.540
H 5.982 -0.877 -1.463
H 5.802 -0.950 -3.243
```

Results
Multiplicity: 1
Gap between HOMO and LUMO, eV: 9.41
SMILES: O=S(=O)(c1ccc(OC[C@H](O)CN2CCCC2)cc1)N1CCOCC1

---

4.
The following is a DFT calculation (the ωB97M-V functional and the def2-TZVPD basis) of an isolated molecule of C16H10O3.

The geometry in XYZ format:
```
29
C16H10O3 the ωB97M-V functional and the def2-TZVPD basis
O -0.132 2.976 1.801
C 0.623 2.018 1.645
O 1.987 2.147 1.658
C 2.643 1.761 0.528
C 3.264 2.734 -0.289
C 3.922 2.397 -1.465
C 4.096 1.032 -1.764
C 3.512 0.030 -0.951
C 2.782 0.389 0.195
C 2.180 -0.660 1.108
C 0.666 -0.492 1.142
O -0.209 -1.519 0.869
C -1.499 -1.040 0.978
C -2.761 -1.634 0.868
C -3.907 -0.907 1.184
C -3.798 0.463 1.472
C -2.546 1.085 1.557
C -1.400 0.319 1.334
C 0.012 0.673 1.453
H 3.138 3.780 0.029
H 4.377 3.152 -2.131
H 4.646 0.731 -2.658
H 3.693 -0.985 -1.236
H 2.366 -1.677 0.749
H 2.623 -0.548 2.110
H -2.825 -2.639 0.550
H -4.896 -1.378 1.125
H -4.705 1.005 1.733
H -2.504 2.132 1.752
```

Results
Multiplicity: 1
Gap between HOMO and LUMO, eV: 9.14
SMILES: O=C1Oc2ccccc2Cc2oc3ccccc3c21

---

5.
The following is a DFT calculation (the ωB97M-V functional and the def2-TZVPD basis) of an isolated molecule of C3H6N2O.

The geometry in XYZ format:
```
12
C3H6N2O the ωB97M-V functional and the def2-TZVPD basis
N 0.677 1.329 1.370
N 0.310 0.233 0.431
C 1.175 -0.914 -0.081
C -0.099 -1.290 -0.904
C -0.750 0.038 -0.328
O -1.732 0.615 -0.714
H 1.456 1.842 1.152
H 0.537 0.863 2.379
H 2.022 -0.491 -0.517
H 1.530 -1.660 0.649
H -0.760 -2.148 -0.629
H 0.202 -1.260 -2.050
```

Results
Multiplicity: 1
Gap between HOMO and LUMO, eV: 10.26
SMILES: NN1CCC1=O

---

6.
The following is a DFT calculation (the ωB97M-V functional and the def2-TZVPD basis) of a 2-piece molecular cluster, C3H6O2S overall.

The geometry in XYZ format:
```
12
C3H6O2S the ωB97M-V functional and the def2-TZVPD basis
C -1.427 -0.698 0.834
C -0.867 -0.633 -0.575
C 1.412 0.972 -0.516
O -3.447 -0.696 -1.111
O -2.575 1.550 -0.452
S -2.410 0.122 -0.549
H -1.624 -1.501 1.433
H -1.115 0.057 1.398
H -0.705 -1.626 -0.977
H 1.812 1.380 -1.470
H 1.879 0.051 -0.036
H 0.797 1.658 0.185
```

Results
Multiplicity: 1
Gap between HOMO and LUMO (spin up / spin down), eV: 8.91 / 7.98

---

Quick rundown of largest force on an atom, same order as above: 4.802; 3.240; 1.069; 3.255; 7.446; 4.403 eV Å⁻¹
Quick rundown of calculated total energy, same order as above: -26331.1736; -17068.2941; -42102.4738; -22896.3698; -8233.4315; -18131.5333 eV